# 1
This record from the OMol25 dataset describes a molecular structure, C28H82AsF6N6O12. The level of theory is ωB97M-V/def2-TZVPD.

Computed properties:
**Total charge**: -1
**E_LUMO**: 0.0814 hartree

Last column: Löwdin charge in e.
Positions of all 135 atoms, in Å:
As (-0.26733, 0.78670, -0.55871)  0.799
F (-0.04710, -0.90108, -0.16095)  -0.249
F (-1.52953, 0.86991, 0.64694)  -0.249
F (-0.55254, 2.43984, -1.01534)  -0.229
F (0.99781, 0.68050, -1.76435)  -0.240
F (-1.48208, 0.27381, -1.70676)  -0.244
F (0.91629, 1.29261, 0.61732)  -0.240
C (-0.67468, 1.97626, 7.13018)  -0.076
C (0.78772, 1.75785, 6.67315)  -0.403
C (0.78887, 1.76590, 5.15368)  -0.216
O (0.08234, 0.63697, 4.68126)  -0.184
C (-0.59013, 0.88216, 3.47399)  -0.130
N (1.55475, 2.92099, 7.16995)  0.020
H (-0.71645, 2.01738, 8.22286)  0.067
H (-1.30379, 1.10932, 6.89468)  0.074
H (-1.13731, 2.87229, 6.72072)  0.078
H (1.15520, 0.82786, 7.09952)  0.139
H (1.80210, 1.75076, 4.73413)  0.120
H (0.33486, 2.70104, 4.80687)  0.127
H (-1.49482, 1.50669, 3.50470)  0.098
H (-1.03718, -0.02440, 3.06428)  0.057
H (0.04467, 1.31342, 2.70060)  0.067
H (1.07245, 3.78542, 6.95623)  0.064
H (1.57349, 2.87971, 8.18176)  0.060
C (5.94415, 3.88378, -2.54768)  -0.081
C (5.29084, 3.37431, -1.26087)  -0.414
C (3.75966, 3.24176, -1.43323)  -0.205
O (3.20551, 4.54689, -1.29795)  -0.183
C (1.78946, 4.47132, -1.30560)  -0.116
N (5.88866, 2.04754, -1.01547)  0.034
H (5.48925, 4.83881, -2.84657)  0.072
H (5.70433, 3.24748, -3.40413)  0.074
H (7.02043, 4.01766, -2.48155)  0.065
H (5.46979, 4.04294, -0.41857)  0.136
H (3.38544, 2.55334, -0.66988)  0.117
H (3.55555, 2.89338, -2.45263)  0.126
H (1.38991, 5.48612, -1.28619)  0.076
H (1.38557, 3.91440, -0.45698)  0.077
H (1.47215, 4.01967, -2.25427)  0.083
H (5.63166, 1.74267, -0.07272)  0.022
H (5.38728, 1.41334, -1.63622)  0.049
C (-3.09502, -2.01557, 0.86741)  -0.053
C (-3.95412, -1.55124, 2.05975)  -0.402
C (-3.52696, -2.23256, 3.33707)  -0.224
O (-3.80518, -3.61785, 3.25594)  -0.193
C (-3.34327, -4.35126, 4.37474)  -0.107
N (-3.74197, -0.09881, 2.12902)  0.054
H (-2.06737, -1.65462, 0.86145)  0.054
H (-3.56663, -1.81300, -0.09969)  0.062
H (-3.10363, -3.11570, 0.82335)  0.079
H (-4.99442, -1.82625, 1.87236)  0.140
H (-4.04953, -1.82965, 4.21638)  0.124
H (-2.47409, -2.01861, 3.57912)  0.112
H (-2.33646, -4.70050, 4.12280)  0.087
H (-4.06539, -5.12326, 4.62495)  0.083
H (-3.20693, -3.71938, 5.26168)  0.082
H (-4.29719, 0.31073, 1.38084)  0.067
H (-2.81673, -0.00933, 1.72386)  0.007
C (3.43072, -4.93143, 1.41127)  -0.065
C (1.99990, -4.70301, 0.94591)  -0.424
C (1.44474, -3.35282, 1.40958)  -0.212
O (1.67686, -3.21347, 2.79065)  -0.207
C (1.06465, -2.07145, 3.34886)  -0.106
N (1.93724, -4.77060, -0.52097)  0.040
H (4.06179, -4.12150, 1.02903)  0.073
H (3.85338, -5.88830, 1.09629)  0.073
H (3.54709, -4.90251, 2.49539)  0.078
H (1.39174, -5.46931, 1.44505)  0.137
H (0.36148, -3.39391, 1.21832)  0.126
H (1.84137, -2.50827, 0.83382)  0.119
H (1.30433, -1.17007, 2.77412)  0.077
H (1.45554, -1.85358, 4.34377)  0.094
H (-0.00902, -2.26010, 3.44894)  0.083
H (1.05932, -5.24936, -0.71212)  0.084
H (2.64976, -5.42807, -0.82403)  0.070
C (-6.39002, 0.25478, -3.59340)  -0.067
C (-5.23546, -0.32700, -2.79154)  -0.436
C (-4.64274, -1.58398, -3.42445)  -0.204
O (-5.50146, -2.71413, -3.36402)  -0.190
C (-5.58051, -3.31249, -2.09774)  -0.122
N (-4.19514, 0.72231, -2.71860)  0.056
H (-6.91237, 0.98926, -2.97833)  0.074
H (-7.06644, -0.56340, -3.85710)  0.076
H (-6.10956, 0.80189, -4.49439)  0.076
H (-5.57692, -0.55739, -1.78130)  0.120
H (-3.65205, -1.85648, -3.03227)  0.117
H (-4.45111, -1.43364, -4.49207)  0.131
H (-6.20165, -4.20253, -2.08790)  0.084
H (-5.98747, -2.60982, -1.35586)  0.075
H (-4.57324, -3.53229, -1.71568)  0.083
H (-3.90349, 0.95302, -3.65945)  0.073
H (-3.42315, 0.35490, -2.17503)  0.028
C (1.25914, -3.42142, -4.62402)  -0.063
C (0.70718, -2.29535, -3.75490)  -0.448
C (-0.50183, -1.61853, -4.37809)  -0.203
O (-0.26218, -0.85447, -5.54049)  -0.170
C (0.55720, 0.26524, -5.33924)  -0.113
N (0.34389, -2.86874, -2.45041)  0.052
H (0.46185, -4.07283, -4.99468)  0.075
H (1.97742, -4.08593, -4.13561)  0.065
H (1.79958, -3.02649, -5.48982)  0.074
H (1.53381, -1.59634, -3.58655)  0.103
H (-0.82289, -0.89585, -3.61596)  0.098
H (-1.28747, -2.36899, -4.47093)  0.126
H (0.07930, 1.08589, -4.77692)  0.086
H (0.73311, 0.67074, -6.33522)  0.087
H (1.46983, 0.08144, -4.76720)  0.076
H (0.14676, -2.10386, -1.79962)  0.032
H (1.13400, -3.32230, -2.00258)  0.020
C (4.27500, -1.21527, 2.46961)  -0.234
C (3.92558, 0.21466, 2.17408)  -0.198
O (5.02284, 0.81872, 1.46230)  -0.092
O (5.39765, -1.29393, 3.35854)  -0.054
H (4.40269, -1.81659, 1.56479)  0.114
H (3.46579, -1.77328, 2.94041)  0.089
H (3.79238, 0.81008, 3.08295)  0.121
H (3.00244, 0.36567, 1.61191)  0.101
H (5.55795, 1.29963, 2.09857)  0.092
H (6.13127, -1.61367, 2.82648)  0.081
C (-1.26095, 4.81182, -4.13167)  -0.233
C (-0.83312, 6.11992, -3.45139)  -0.260
O (-1.92997, 6.86798, -2.96184)  -0.062
O (-1.89592, 4.02337, -3.14616)  -0.070
H (-0.31727, 4.34393, -4.43305)  0.110
H (-1.91203, 5.06034, -4.96260)  0.118
H (-0.36372, 6.82340, -4.15053)  0.119
H (-0.04298, 5.89161, -2.72700)  0.083
H (-2.26564, 6.42756, -2.17193)  0.086
H (-1.38934, 3.87412, -2.34169)  0.054
O (-3.12557, 3.27850, 0.59695)  -0.066
H (-3.82188, 2.61779, 0.55246)  0.018
H (-2.33198, 2.80913, 0.30525)  -0.015
O (3.48182, -0.11782, -2.36641)  -0.067
H (3.73976, -0.95499, -1.96730)  0.037
H (2.69604, 0.16939, -1.86245)  0.000

Atomic forces in eV per Å
As -0.21 -0.54 -0.32
F 0.35 0.45 0.22
F 0.46 0.34 -0.16
F -0.05 -0.04 0.24
F -0.52 0.04 0.20
F 0.54 0.22 0.13
F -0.24 -0.19 -0.32
C -0.16 -1.51 0.53
C -1.61 1.84 0.15
C 0.58 -0.31 -0.14
O -0.41 0.10 0.15
C -0.87 0.04 -1.11
N 0.76 -0.59 -0.03
H 0.12 0.29 0.01
H 0.01 0.20 -0.32
H 0.18 0.08 -0.14
H 0.31 0.01 -0.13
H 0.12 0.01 0.18
H -0.18 -0.01 0.04
H 0.28 0.42 0.78
H 0.60 -0.43 0.27
H 0.28 -0.07 0.11
H -0.12 -0.06 -0.22
H 0.11 -0.02 0.02
C -0.90 1.09 -0.28
C 0.07 -0.97 -0.95
C 1.11 1.09 0.00
O -0.50 -0.31 0.38
C 0.27 0.38 -0.45
N -0.32 0.24 0.53
H 0.19 0.09 0.23
H 0.18 -0.43 0.26
H 0.04 -0.14 0.17
H 0.16 0.00 0.00
H -0.26 0.00 -0.07
H -0.18 -0.43 0.14
H 0.18 0.02 0.16
H 0.10 -0.13 -0.06
H -0.23 -0.21 0.16
H 0.03 -0.02 -0.58
H 0.22 -0.21 0.04
C -0.99 -2.03 -0.35
C 0.96 -0.04 -1.18
C -0.02 0.21 0.92
O -0.22 0.07 0.03
C 0.58 0.80 -0.20
N -0.43 0.00 0.14
H -0.10 0.04 0.19
H 0.05 0.73 0.12
H 0.44 0.05 0.29
H -0.08 0.23 0.07
H -0.29 0.21 -0.22
H 0.19 -0.26 -0.41
H -0.15 -0.59 0.23
H 0.19 -0.28 -0.20
H -0.26 0.10 -0.05
H -0.25 0.06 0.23
H 0.05 0.52 0.49
C 0.47 0.54 0.25
C 0.70 0.13 0.76
C -0.53 -0.49 -0.07
O 0.42 -0.08 0.31
C -0.04 0.10 0.13
N -0.44 -0.71 0.43
H 0.09 -0.15 -0.13
H -0.20 0.00 -0.27
H -0.31 0.08 -0.01
H -0.12 -0.03 -0.24
H -0.01 0.30 -0.06
H 0.21 -0.06 0.01
H -0.47 -0.06 -0.26
H 0.12 -0.47 0.03
H -0.07 0.41 -0.21
H 0.00 0.31 -0.53
H 0.01 0.09 -0.10
C -0.61 -0.42 0.43
C 1.02 0.92 -0.81
C -0.06 -0.57 -0.35
O -0.44 -0.41 -0.37
C 0.62 0.91 0.86
N -0.79 -0.62 0.74
H -0.12 -0.12 0.04
H -0.16 0.23 -0.10
H 0.41 -0.30 -0.08
H 0.02 0.07 0.06
H -0.13 0.21 0.48
H -0.22 0.24 -0.01
H 0.02 -0.05 -0.42
H -0.23 -0.12 -0.04
H -0.03 -0.35 -0.14
H 0.33 0.04 0.08
H 0.28 0.36 -0.32
C 0.12 -0.18 -0.69
C 1.31 -1.09 0.25
C 0.33 1.12 1.66
O -0.07 -0.98 -0.41
C -0.20 0.91 0.17
N -0.63 0.59 0.35
H -0.09 0.10 0.02
H -0.06 0.25 0.42
H -0.23 0.09 -0.05
H -0.18 0.31 -0.32
H -0.38 -0.19 0.11
H -0.05 0.15 -0.69
H -0.44 -0.33 0.05
H 0.43 -0.10 0.06
H 0.20 -0.31 -0.43
H -0.26 -0.25 -0.30
H 0.13 -0.17 -0.35
C -0.69 -0.76 0.56
C 0.51 0.78 0.13
O -0.31 -0.06 0.06
O 0.03 -0.11 -0.59
H 0.53 0.42 -0.26
H -0.17 0.43 0.27
H -0.11 -0.43 0.26
H 0.11 -0.35 -0.29
H 0.05 -0.13 0.05
H 0.14 0.15 0.18
C 1.43 0.93 1.90
C 0.18 0.58 -1.09
O 0.11 -0.18 0.63
O -1.28 -0.35 -0.70
H -0.18 -0.18 -0.58
H -0.32 -0.54 0.03
H 0.07 -0.37 -0.24
H -0.43 0.08 0.36
H -0.14 -0.07 -0.17
H 0.45 0.05 -0.26
O 0.13 0.14 0.01
H 0.02 0.00 -0.08
H -0.22 0.07 0.07
O -0.08 0.05 0.28
H -0.02 0.03 -0.02
H 0.36 -0.16 -0.36



# 2
This record from the OMol25 dataset describes 3 unconnected molecules or ions with the total composition C33H34ClIN2O9. The level of theory is ωB97M-V/def2-TZVPD.

Computed properties:
**E_LUMO**: -0.0213 hartree

Last column: Löwdin charge in e.
Positions of all 80 atoms, in Å:
C (-4.93301, 0.24068, 2.61731)  -0.158
C (-3.81928, 1.28894, 2.79007)  -0.708
I (-4.68097, 3.02323, 3.78409)  0.822
C (-2.65196, 0.80471, 3.67670)  -0.216
N (-1.52603, 0.26066, 2.92240)  0.034
C (-0.62498, 1.16655, 2.30997)  -0.344
O (0.14731, 1.84658, 2.90010)  0.168
C (-0.82795, 1.00287, 0.82482)  -0.033
C (-0.44544, 1.85066, -0.21314)  -0.155
C (0.29963, 3.13641, 0.03065)  -0.130
C (1.75774, 2.98114, 0.51787)  -0.152
C (2.45486, 1.71961, 0.05947)  -0.257
O (2.39162, 1.59801, -1.35315)  -0.060
C (-0.84528, 1.42981, -1.49544)  -0.472
Cl (-0.48091, 2.44303, -2.85793)  0.800
C (-1.56416, 0.24408, -1.73119)  -0.121
C (-2.00114, -0.10686, -3.11360)  -0.251
C (-1.07338, -0.41593, -4.10469)  -0.071
C (-1.50309, -0.72316, -5.39259)  -0.067
C (-2.86335, -0.70725, -5.68704)  -0.081
C (-3.79681, -0.41717, -4.69957)  -0.064
C (-3.36340, -0.11491, -3.41137)  -0.021
C (-1.91098, -0.57962, -0.64714)  -0.027
C (-2.69340, -1.84558, -0.80992)  -0.231
C (-2.31834, -2.78250, -1.76791)  -0.006
C (-3.06442, -3.94435, -1.87637)  -0.049
C (-4.13165, -4.13527, -1.01332)  -0.056
C (-4.40324, -3.14270, -0.08455)  -0.120
N (-3.71925, -2.00641, 0.02266)  0.134
C (-1.53284, -0.17179, 0.62967)  -0.012
C (-1.75179, -0.79122, 1.99199)  -0.347
O (-2.01770, -1.90556, 2.29269)  0.143
H (-5.91568, 0.66320, 2.78261)  0.031
H (-4.88509, -0.19280, 1.62288)  0.057
H (-4.80646, -0.52809, 3.37482)  0.076
H (-3.46168, 1.64134, 1.83079)  0.067
H (-3.02459, 0.04211, 4.35421)  0.122
H (-2.28921, 1.62635, 4.28345)  0.077
H (0.26261, 3.73863, -0.86557)  0.073
H (-0.23882, 3.70231, 0.79068)  0.126
H (2.32144, 3.84574, 0.17723)  0.103
H (1.76686, 2.99763, 1.60100)  0.102
H (3.49860, 1.78484, 0.37894)  0.102
H (2.02200, 0.86300, 0.58177)  0.117
H (2.35590, 0.66498, -1.57531)  0.087
H (-0.01151, -0.41544, -3.90704)  0.113
H (-0.78810, -0.97136, -6.16093)  0.103
H (-3.21321, -0.91959, -6.68649)  0.101
H (-4.85654, -0.39835, -4.89934)  0.103
H (-4.06366, 0.11694, -2.62200)  0.125
H (-1.47870, -2.64482, -2.42695)  0.116
H (-2.83377, -4.69709, -2.61577)  0.110
H (-4.73964, -5.02442, -1.03559)  0.102
H (-5.22347, -3.28710, 0.60669)  0.110
C (8.00984, 4.50535, -0.81130)  -0.022
C (6.85469, 4.91153, 0.06783)  -0.331
C (5.58913, 4.10641, -0.11034)  -0.099
O (4.58032, 5.04485, 0.28734)  0.047
C (5.06489, 6.29142, 0.04624)  -0.558
O (4.42157, 7.28593, 0.09474)  0.174
O (6.38580, 6.23200, -0.25999)  0.085
H (7.69884, 4.43414, -1.85441)  0.090
H (8.80669, 5.24629, -0.75869)  0.089
H (8.40776, 3.54115, -0.49572)  0.090
H (7.16333, 4.92322, 1.11729)  0.159
H (5.54947, 3.21731, 0.51465)  0.132
H (5.40963, 3.82722, -1.15143)  0.143
C (-0.42331, -4.58017, 1.38523)  -0.019
C (0.61153, -5.08991, 2.35265)  -0.324
C (2.01364, -4.57494, 2.13265)  -0.097
O (2.81241, -5.63160, 2.68066)  0.060
C (2.09684, -6.78126, 2.57425)  -0.564
O (2.53219, -7.86720, 2.77058)  0.167
O (0.81946, -6.50928, 2.20829)  0.083
H (-0.08821, -4.70462, 0.35291)  0.089
H (-1.35357, -5.13756, 1.49118)  0.094
H (-0.63129, -3.52710, 1.56405)  0.060
H (0.28835, -4.90794, 3.38156)  0.162
H (2.21771, -3.63805, 2.64572)  0.138
H (2.25858, -4.47191, 1.07242)  0.137

Atomic forces in eV per Å
C 0.33 0.23 0.08
C -0.47 -0.13 0.57
I 0.17 -0.02 -0.18
C -0.04 0.01 0.28
N 0.34 -0.27 0.06
C -0.90 -0.45 -0.92
O 0.40 0.96 0.53
C 0.38 0.22 -0.03
C 0.00 -0.17 -0.11
C -0.02 -0.07 0.22
C -0.18 0.07 -0.32
C 0.17 0.30 0.42
O -0.13 -0.08 -0.02
C 0.03 -0.04 0.23
Cl -0.08 -0.02 0.05
C 0.12 0.02 0.12
C -0.06 0.10 0.02
C -0.23 -0.11 -0.43
C -0.36 0.08 0.36
C -0.15 -0.04 0.06
C 0.34 0.19 0.45
C 0.36 -0.10 -0.24
C -0.03 -0.24 0.29
C 0.47 0.37 -0.18
C -0.32 -0.52 0.06
C -0.18 -0.06 0.13
C 0.18 0.26 0.09
C -0.16 -0.09 0.06
N -0.09 -0.20 -0.31
C 0.13 -0.18 -0.23
C -0.29 1.30 -0.69
O -0.40 -0.96 0.36
H -0.15 0.09 -0.21
H 0.01 -0.26 -0.04
H 0.00 -0.26 -0.08
H 0.04 0.26 -0.07
H 0.01 -0.09 0.12
H 0.33 -0.02 0.02
H 0.09 0.01 -0.18
H -0.08 0.00 0.10
H 0.04 0.11 -0.05
H 0.11 -0.05 0.17
H 0.11 -0.11 0.03
H -0.10 -0.20 -0.21
H 0.06 -0.02 -0.09
H 0.07 0.05 0.21
H 0.10 0.01 -0.07
H 0.07 -0.06 -0.11
H -0.08 -0.06 -0.20
H -0.15 0.02 0.00
H 0.14 0.26 0.01
H 0.14 0.00 -0.07
H -0.05 -0.12 -0.07
H -0.06 0.14 0.10
C -0.01 0.22 -0.20
C 0.26 -0.13 -0.19
C -0.12 -0.11 0.12
O 0.11 -0.02 -0.05
C 0.01 0.07 -0.03
O -0.02 0.00 0.00
O -0.11 -0.04 0.13
H -0.05 -0.03 0.02
H 0.02 -0.04 0.09
H -0.02 0.00 0.03
H -0.06 0.00 0.02
H -0.12 0.08 0.09
H 0.10 0.00 -0.02
C 0.02 -0.26 -0.28
C -0.25 0.15 -0.23
C 0.12 0.09 0.13
O -0.05 0.04 -0.07
C -0.06 -0.05 -0.03
O 0.02 -0.01 0.00
O 0.14 0.03 0.13
H 0.07 -0.01 0.03
H -0.03 0.08 0.10
H -0.02 -0.05 0.05
H 0.05 -0.01 0.02
H 0.10 -0.09 0.10
H -0.10 0.01 -0.03